# 1
Formula: C30H69Mg2O18S10
Source: the OMol25 dataset
Level of theory: ωB97M-V/def2-TZVPD

Properties
**E_LUMO**: -2.286 eV
**HOMO level**: -9.69 eV
**Total charge**: +1
**Energy**: -188317.9295 eV
**Gap between HOMO and LUMO**: 7.403 eV

Element x y z (Å)
Mg  -20.378626  -19.696777  32.452005
Mg  -27.915746  -22.346833  31.647271
C  -24.372606  -22.605857  29.603878
C  -23.095448  -22.135737  29.849881
C  -22.866170  -21.344935  31.127147
O  -21.738590  -20.907774  31.427292
C  -23.971217  -21.010366  31.945288
C  -25.286570  -21.472280  31.626163
C  -25.417964  -22.592473  30.536899
O  -26.513018  -23.166542  30.486239
O  -26.330156  -21.432018  32.315153
O  -22.326668  -22.084941  28.839788
H  -24.553414  -23.114443  28.667619
H  -23.848240  -20.249473  32.702773
O  -21.496641  -18.611319  33.537283
H  -22.367849  -18.947932  33.771252
C  -23.729642  -26.071110  30.172984
C  -22.437257  -26.606495  29.490728
C  -21.687317  -25.762695  28.547052
O  -20.327041  -26.097559  28.838979
C  -20.263220  -26.624197  30.074799
O  -19.189515  -26.712793  30.675324
O  -21.505653  -26.920853  30.470859
H  -24.410673  -25.998491  29.320938
H  -23.577653  -25.193771  30.794157
H  -24.204037  -26.947971  30.617544
H  -22.785521  -27.534068  29.027196
H  -21.909500  -24.694008  28.622767
H  -21.878932  -26.016477  27.504270
C  -23.853757  -16.787910  31.708505
S  -25.460364  -17.088919  30.850219
O  -26.056374  -15.712639  30.623746
C  -24.837311  -17.639514  29.217029
H  -23.217055  -16.025209  31.266466
H  -23.402401  -17.734177  32.013230
H  -24.157684  -16.413293  32.688914
H  -23.965772  -17.065314  28.908523
H  -25.664745  -17.593060  28.509387
H  -24.555090  -18.694353  29.254615
C  -22.394950  -22.401909  34.575636
S  -20.753914  -21.801963  35.050936
O  -20.171540  -20.939640  33.986115
C  -21.420082  -20.686129  36.327083
H  -22.731171  -23.268901  35.144374
H  -22.340845  -22.821698  33.567243
H  -23.161107  -21.637021  34.456523
H  -20.731228  -20.028742  36.855718
H  -22.162489  -21.251885  36.887954
H  -21.989855  -19.883198  35.848320
C  -26.447533  -16.178178  35.142991
S  -25.257539  -17.249885  36.076649
O  -26.179754  -17.874185  37.114247
C  -24.968674  -18.514945  34.782396
H  -25.913385  -15.548358  34.431459
H  -27.142140  -15.583333  35.731189
H  -27.068802  -16.908743  34.620575
H  -24.362908  -19.350091  35.129758
H  -24.616662  -18.343897  33.765024
H  -26.021470  -18.765643  34.625777
C  -16.713711  -22.691301  31.432444
S  -18.488750  -22.468455  31.661682
O  -18.772279  -20.969583  31.616287
C  -18.851203  -23.056460  29.979409
H  -16.129299  -22.395197  32.303057
H  -16.366142  -22.021021  30.643529
H  -16.478012  -23.704559  31.113015
H  -18.315439  -23.907008  29.558898
H  -18.724372  -22.205874  29.309395
H  -19.893799  -23.373533  29.925700
C  -28.802158  -18.829504  31.535116
S  -28.041209  -19.592481  30.010647
O  -28.143012  -21.125183  30.199416
C  -29.169570  -18.951476  28.716009
H  -28.334690  -19.276354  32.412984
H  -29.835199  -19.161267  31.664227
H  -28.757439  -17.743585  31.490000
H  -28.644402  -18.861240  27.763524
H  -29.449792  -17.938990  29.007702
H  -30.060753  -19.548206  28.523093
C  -24.660535  -20.595412  26.876777
S  -26.254601  -20.581250  25.967100
O  -26.839959  -19.195443  26.192369
C  -25.475892  -20.472469  24.336005
H  -24.912999  -20.963593  27.869331
H  -24.099188  -19.665685  26.815632
H  -24.093338  -21.358241  26.340062
H  -24.738759  -19.671317  24.360977
H  -26.157992  -20.293384  23.504190
H  -25.032915  -21.419994  24.021570
C  -18.593601  -18.053608  28.598237
S  -19.841484  -19.169226  29.337084
O  -20.042518  -18.664591  30.740665
C  -21.353118  -18.507995  28.472645
H  -18.687312  -17.047494  29.006087
H  -18.643589  -18.074011  27.511530
H  -17.628889  -18.411134  28.959506
H  -21.824808  -19.243387  27.818150
H  -21.442108  -17.571487  27.921189
H  -22.041498  -18.434989  29.316099
C  -24.201127  -25.008403  23.965672
S  -24.720049  -26.061329  25.407827
O  -23.446612  -26.799232  25.763013
C  -24.966513  -24.854136  26.714298
H  -24.989806  -24.385898  23.543530
H  -23.875777  -25.639178  23.138374
H  -23.306708  -24.467712  24.276631
H  -24.050912  -24.524848  27.202347
H  -25.744681  -25.030947  27.457984
H  -25.451226  -24.026159  26.184581
C  -30.134196  -23.379272  28.182739
S  -29.637658  -24.379816  29.595240
O  -29.151070  -23.407069  30.649252
C  -31.260550  -25.062448  30.033278
H  -30.668060  -22.482964  28.500047
H  -30.818193  -23.874887  27.492336
H  -29.254328  -23.112927  27.598964
H  -31.973246  -24.268135  30.257880
H  -31.122421  -25.554692  30.996646
H  -31.580200  -25.766387  29.268670
C  -25.376102  -25.190871  33.624048
S  -26.916587  -24.385859  34.089133
O  -27.487700  -23.813334  32.802907
C  -27.923386  -25.798351  34.549214
H  -25.705505  -25.945888  32.904362
H  -24.811742  -25.716260  34.391718
H  -24.760554  -24.521585  33.023948
H  -28.940466  -25.600495  34.215318
H  -27.856526  -26.041863  35.607562
H  -27.587032  -26.673257  33.989275

Force components x, y, z for each atom (eV/Å):
-0.52 -0.52 -0.42
0.87 -0.69 -0.42
-1.78 -1.79 0.75
0.31 1.29 -3.13
0.39 0.93 1.06
0.37 -0.56 -0.64
-2.22 0.05 -0.97
1.93 -2.58 0.71
1.34 2.09 -0.79
0.31 -0.74 -0.67
-0.13 2.16 1.09
0.47 -0.02 2.16
0.15 -0.14 0.01
0.16 -0.12 0.15
-0.41 0.41 -0.12
0.29 0.10 -0.04
0.63 -1.40 -1.74
-2.85 -0.69 0.67
0.11 0.68 -1.73
0.18 0.59 -0.16
2.80 0.62 0.55
-3.19 -0.25 -1.01
1.58 -0.72 2.13
-0.13 1.17 0.09
-0.32 0.00 -0.11
0.35 0.25 0.98
0.41 -0.11 -0.22
0.47 0.17 0.47
-0.03 -0.20 0.06
-1.17 -0.42 0.75
0.79 1.46 -0.40
0.24 -1.25 0.18
0.01 -0.44 0.40
0.01 -0.35 -0.42
0.57 -0.03 -0.73
-0.23 0.36 -0.14
-0.24 0.29 -0.05
0.02 0.36 0.02
0.06 -0.05 0.35
-0.26 -0.39 -1.42
-0.41 0.35 1.15
0.21 -0.81 0.10
-0.82 0.95 -0.73
0.21 0.36 0.67
0.56 0.13 -0.12
0.12 0.18 0.53
0.60 -1.04 0.42
0.50 -0.05 0.55
-0.15 -0.36 -0.71
0.45 -0.97 -0.82
-0.95 0.90 1.25
1.21 0.00 -1.33
-1.43 -0.30 -0.46
-0.02 -0.03 -0.04
0.60 -0.10 0.67
-0.02 0.13 -0.25
-0.30 0.08 0.64
0.29 1.14 0.29
0.12 -0.94 0.07
0.69 0.80 -0.06
0.21 0.04 -0.75
0.43 -0.59 -0.08
-1.01 -0.02 -0.49
-0.33 -0.26 0.28
-0.34 0.05 -0.18
-0.26 -0.12 0.31
0.52 0.00 0.71
0.00 0.13 0.16
-0.14 0.39 0.16
-0.53 -1.10 -0.53
0.08 0.19 0.80
-1.13 2.77 -1.06
-0.11 -0.19 -0.07
0.78 0.38 -0.22
-0.20 0.15 -0.60
0.30 -0.07 0.02
0.47 -0.26 0.20
0.00 -0.06 0.24
0.00 -0.14 0.51
-0.73 -1.08 -0.79
0.67 2.01 -0.12
0.01 -1.19 0.08
0.05 -0.35 -0.74
0.39 0.31 0.16
-0.46 0.22 0.09
0.21 -0.17 0.36
0.03 -0.06 0.03
-0.53 0.38 0.52
0.35 -0.07 0.55
0.13 -0.26 0.77
-0.67 1.13 -1.21
0.32 0.28 0.12
-0.90 -0.66 0.37
-0.46 0.00 -0.14
-0.06 -0.08 0.05
0.01 -0.19 -0.22
0.52 -0.46 0.08
1.10 0.26 0.28
0.09 0.03 0.13
0.16 -0.03 0.48
1.17 -1.02 -0.33
-0.95 0.45 -0.11
-0.77 1.46 -0.66
-0.09 0.19 0.47
-0.15 -0.57 0.38
-0.20 0.30 0.10
0.15 -0.10 -0.31
0.25 -1.06 0.02
0.42 0.43 -0.03
-0.34 0.40 -0.37
0.50 0.06 -0.23
-2.31 -1.32 -0.64
0.33 0.80 1.07
0.25 0.04 0.32
0.09 -0.56 0.28
0.14 0.09 0.31
-0.10 0.07 -0.51
0.17 -0.34 -0.19
0.04 0.12 -0.04
-0.58 -0.90 -1.42
0.21 1.39 0.78
-0.12 -1.75 1.58
0.25 -0.82 -0.88
0.14 -0.14 -0.05
-0.26 0.42 0.41
-0.05 0.42 0.44
-0.01 0.27 0.31
-0.02 0.41 0.04
0.01 -0.01 -0.04

=====

# 2
Formula: C9H21I2O3P2Tl
Source: the OMol25 dataset
Level of theory: ωB97M-V/def2-TZVPD

Properties
**Energy above the lowest of the compared OMol25 structures with the same formula, charge and spin**: 0.00 kcal per mole
**E_LUMO (spin up / spin down)**: -10.098 / -10.086 eV
**HOMO level (spin up / spin down)**: -15.10 / -15.12 eV
**Total charge**: +2
**Energy**: -55271.2193 eV
**Gap between HOMO and LUMO (spin up / spin down)**: 5.005 / 5.031 eV

Element x y z (Å)
I  -0.025588  -4.086665  -3.764608
I  -0.164999  0.843082  -4.590015
Tl  -0.323397  -1.322354  -2.769549
P  -2.715732  -0.352879  -0.325116
C  -3.712569  -0.354045  -1.893436
C  -3.794653  -1.399740  0.732621
H  -4.793885  -0.955127  0.845773
H  -4.233713  1.231864  0.826423
H  -3.326766  -1.484919  1.722903
H  -2.489997  1.636228  1.044103
H  -3.571492  -1.301385  -2.437349
H  -3.862589  -2.411257  0.309961
C  -3.249234  1.288561  0.331048
H  -4.785400  -0.211403  -1.684272
H  -3.269400  2.013060  -0.495660
H  -3.347323  0.458352  -2.540842
P  2.702392  0.004763  0.046049
C  3.203796  -0.290009  -1.666629
C  3.416536  1.606437  0.511540
H  2.778655  -1.540225  1.927493
H  4.390841  -1.023385  1.308690
H  3.379408  -2.252881  0.422780
C  3.379034  -1.338652  1.032632
H  2.914971  2.079228  1.367951
H  4.470689  1.429662  0.748121
H  4.301523  -0.208451  -1.607296
H  2.837756  0.461439  -2.376786
H  3.300273  2.292264  -0.340447
H  2.953516  -1.289345  -2.054760
C  0.532520  2.745665  -0.786461
O  -0.144789  2.127319  -1.476683
C  0.292922  0.044367  3.214688
O  0.968136  -0.548481  2.073405
C  1.132542  0.275214  1.020779
O  0.427530  1.301239  0.895364
H  -0.758860  0.181308  2.923587
H  0.756959  1.013705  3.462418
H  0.430386  -0.662558  4.041576

Force components x, y, z for each atom (eV/Å):
-0.16 1.60 0.87
-0.03 -0.92 0.88
-0.58 -0.46 -1.24
-1.67 0.20 -0.92
0.41 -0.10 -0.11
0.76 -0.72 0.24
0.36 -0.08 -0.23
0.46 -0.10 -0.33
-0.24 -0.03 -0.16
-0.34 0.08 -0.02
-0.20 0.19 0.18
-0.09 0.25 0.17
0.99 0.41 -0.01
0.41 -0.03 -0.08
-0.05 -0.19 0.28
-0.21 -0.17 0.17
0.96 0.09 1.83
-0.79 -0.09 -0.65
0.14 0.10 -0.18
0.38 0.26 -0.37
0.00 -0.46 -0.04
0.31 0.21 0.17
0.37 -0.30 -0.24
0.16 -0.39 -0.25
-0.05 0.23 -0.17
-0.25 -0.01 0.09
0.06 -0.01 0.28
0.20 -0.16 0.24
0.08 0.24 0.36
-1.10 -0.36 -2.06
1.04 1.21 1.06
-0.54 0.24 0.16
1.15 0.61 -1.45
-4.21 2.55 0.84
2.36 -3.63 0.81
0.36 0.00 0.47
-0.25 -0.41 -0.19
-0.18 0.18 -0.41

=====

Q: Which formula does entry 1 have?
A: C30H69Mg2O18S10

=====

Q: Which of these has the highest total charge?
A: C9H21I2O3P2Tl

=====

Q: Look up the total charge of the second one.
A: +2